# CH6N2O2

A molecular structure, CH6N2O2 at a distorted geometry (wB97M-V/def2-TZVPD, the Open Molecules 2025 dataset).

Last column: Löwdin charge in e.
Geometry (Å):
O  0.071  -1.348  2.239  -0.19
O  0.550  -1.414  0.928  -0.39
N  0.575  0.566  -0.654  -0.02
N  -0.774  0.739  0.521  0.12
C  0.321  0.429  -1.896  0.01
H  -0.607  0.809  -2.332  0.09
H  0.950  -0.192  -2.545  0.10
H  -0.939  1.717  0.264  0.04
H  -0.299  0.784  1.425  0.04
H  -0.839  -1.678  2.126  0.07
H  0.990  -0.412  -0.077  0.13

Computed properties:
- Relative energy (zero: lowest compared OMol25 entry of this formula, charge and spin): 214.3 kcal per mole
- HOMO-LUMO gap (spin up / spin down): 6.5411 / 6.5302 eV
- LUMO (spin up / spin down): -0.898 / -0.901 eV